[1]
This record from the Open Molecules 2025 dataset describes a molecular structure, C30H37ClIN2O4PPd. The level of theory is ωB97M-V/def2-TZVPD.

Element x y z (Å)
1 Pd 0.488 0.685 -0.587
2 Cl -4.959 4.534 -3.414
3 C -3.633 3.437 -3.142
4 C -3.343 2.487 -4.087
5 C -2.299 1.592 -3.879
6 I -1.809 0.160 -5.332
7 C -1.503 1.577 -2.722
8 O -0.554 0.737 -2.551
9 C -1.817 2.602 -1.744
10 N -1.048 2.644 -0.629
11 C -1.262 3.575 0.268
12 C -2.275 4.537 0.142
13 C -3.078 4.512 -0.964
14 C -2.870 3.534 -1.961
15 H -3.931 2.433 -4.994
16 H -0.609 3.577 1.135
17 H -2.418 5.282 0.914
18 H -3.867 5.238 -1.099
19 C 2.558 -5.250 2.199
20 C 2.445 -4.096 1.235
21 C 3.423 -3.874 0.267
22 C 3.304 -2.820 -0.643
23 C 4.336 -2.587 -1.715
24 C 2.213 -1.988 -0.550
25 C 1.211 -2.138 0.451
26 C 1.355 -3.248 1.322
27 N 0.240 -1.200 0.486
28 C -1.022 -1.225 1.220
29 C -2.144 -1.139 0.151
30 C -3.516 -1.008 0.808
31 C -3.780 -2.236 1.681
32 C -2.694 -2.324 2.755
33 C -2.745 -1.071 3.633
34 C -2.479 0.158 2.761
35 C -3.553 0.255 1.673
36 C -1.096 0.031 2.123
37 C -1.309 -2.449 2.105
38 H 3.516 -5.758 2.094
39 H 1.766 -5.979 2.019
40 H 2.463 -4.904 3.229
41 H 4.279 -4.538 0.213
42 H 5.199 -3.238 -1.582
43 H 4.677 -1.551 -1.700
44 H 3.914 -2.782 -2.702
45 H 2.080 -1.193 -1.271
46 H 0.632 -3.443 2.097
47 H -2.101 -2.033 -0.478
48 H -1.950 -0.277 -0.491
49 H -4.274 -0.940 0.024
50 H -3.782 -3.142 1.067
51 H -4.762 -2.155 2.155
52 H -2.865 -3.209 3.375
53 H -1.996 -1.138 4.429
54 H -3.727 -0.991 4.108
55 H -2.501 1.060 3.381
56 H -3.382 1.137 1.050
57 H -4.538 0.360 2.136
58 H -0.325 -0.050 2.896
59 H -0.877 0.914 1.520
60 H -1.273 -3.362 1.503
61 H -0.564 -2.522 2.901
62 C 4.879 1.008 0.482
63 O 3.893 2.027 0.331
64 P 2.570 1.782 -0.566
65 O 3.357 1.468 -1.958
66 C 2.595 1.226 -3.150
67 O 2.076 3.300 -0.714
68 C 2.948 4.351 -1.144
69 H 5.645 1.412 1.139
70 H 5.320 0.756 -0.483
71 H 4.450 0.107 0.928
72 H 3.311 1.056 -3.951
73 H 1.966 2.082 -3.395
74 H 1.948 0.354 -3.048
75 H 3.600 4.661 -0.327
76 H 2.311 5.179 -1.443
77 H 3.558 4.031 -1.989

For the total energy, the calculation gives -2803.02142 Ha. The expectation value of S² is 2.05. The value obtained for the HOMO-LUMO gap (alpha / beta) is 7.3 / 5.3 eV. The spin multiplicity is 3. The relative energy (zero: lowest compared OMol25 entry of this formula, charge and spin) comes out at 93.7 kJ/mol.


[2]
This record from the Open Molecules 2025 dataset describes 3 unconnected molecules or ions with the total composition C30H37FN7O13S3 at a distorted geometry. The level of theory is ωB97M-V/def2-TZVPD.

Element x y z (Å)
1 C 7.014 -2.550 2.203
2 C 6.340 -1.206 1.807
3 C 6.545 -1.042 0.296
4 C 4.864 -1.303 2.232
5 C 4.841 -1.260 3.790
6 C 4.004 -0.124 1.739
7 O 2.760 -0.558 1.098
8 N 2.725 -0.159 -0.213
9 S 3.442 -1.199 -1.387
10 C 2.149 0.987 -0.593
11 N 2.170 1.368 -1.888
12 C 1.562 2.545 -1.904
13 N 1.410 3.277 -3.045
14 C 1.556 2.611 -4.086
15 O 1.635 1.999 -5.032
16 N 1.150 2.883 -0.660
17 S 0.359 4.315 -0.249
18 O 0.106 5.038 -1.423
19 O 1.125 4.929 0.764
20 F -0.936 3.787 0.369
21 N 1.511 1.860 0.209
22 C 1.220 1.826 1.648
23 C 0.209 0.673 1.938
24 C -1.197 1.159 2.283
25 C -2.133 -0.074 2.437
26 C -3.362 -0.037 1.520
27 C -3.730 -1.426 0.959
28 C -2.809 -1.837 -0.196
29 S -3.556 -2.889 -1.487
30 C -5.199 -3.190 -0.984
31 N -5.706 -4.265 -0.481
32 N -7.048 -4.009 -0.311
33 C -7.267 -2.805 -0.713
34 O -6.128 -2.215 -1.161
35 H 7.431 -2.527 3.205
36 H 6.260 -3.335 2.126
37 H 7.782 -2.815 1.481
38 H 6.831 -0.381 2.326
39 H 6.083 -1.877 -0.234
40 H 6.207 -0.086 -0.106
41 H 7.613 -1.111 0.090
42 H 4.402 -2.236 1.911
43 H 3.881 -0.937 4.185
44 H 5.584 -0.517 4.085
45 H 5.170 -2.211 4.197
46 H 4.596 0.480 1.053
47 H 3.746 0.543 2.562
48 H 2.381 -1.540 -2.153
49 H 2.123 1.632 2.212
50 H 0.762 2.754 1.968
51 H 0.114 0.078 1.029
52 H 0.557 0.024 2.738
53 H -1.213 1.735 3.210
54 H -1.641 1.770 1.497
55 H -2.463 -0.173 3.469
56 H -1.564 -0.978 2.196
57 H -3.221 0.632 0.666
58 H -4.243 0.298 2.069
59 H -3.610 -2.161 1.756
60 H -4.784 -1.388 0.697
61 H -2.401 -0.944 -0.673
62 H -1.967 -2.401 0.202
63 H -8.188 -2.256 -0.751
64 C 1.446 -0.874 -9.350
65 C 1.414 0.140 -8.478
66 C 1.976 1.495 -8.822
67 O 1.906 2.390 -7.997
68 C 2.585 1.673 -10.128
69 C 2.619 0.656 -11.001
70 C 2.037 -0.687 -10.668
71 O 2.085 -1.561 -11.509
72 O 3.164 0.766 -12.204
73 O 0.880 0.000 -7.259
74 H 1.045 -1.850 -9.116
75 H 2.999 2.644 -10.358
76 H 3.056 -0.106 -12.632
77 H 0.967 0.861 -6.817
78 C -5.688 -0.846 6.051
79 C -6.789 -0.606 6.781
80 C -7.180 0.789 7.186
81 O -8.198 0.936 7.830
82 C -6.313 1.889 6.786
83 C -5.217 1.644 6.061
84 C -4.843 0.253 5.637
85 O -3.835 0.108 4.959
86 O -4.385 2.609 5.668
87 O -7.597 -1.571 7.189
88 H -5.398 -1.844 5.753
89 H -6.593 2.886 7.095
90 H -3.682 2.162 5.163
91 H -8.311 -1.134 7.693

Its total charge is +1. For the total energy, the calculation gives -3820.77576 Ha. The value obtained for the HOMO-LUMO gap is 7.7 eV. The spin multiplicity is 1.


[3]
This record from the Open Molecules 2025 dataset describes a molecular structure, C30H37N5OS2Se2Y. The level of theory is ωB97M-V/def2-TZVPD.

Element x y z (Å)
1 Y -0.735 0.757 0.548
2 Se 0.128 3.534 -0.279
3 Se -1.654 4.463 0.908
4 C -1.427 3.573 2.606
5 C -1.685 4.331 3.736
6 C -1.470 3.758 4.978
7 C -0.977 2.462 5.030
8 C -0.765 1.780 3.849
9 N -1.007 2.306 2.635
10 C -1.003 2.972 -1.765
11 C -1.159 3.773 -2.878
12 C -2.103 3.393 -3.825
13 C -2.821 2.223 -3.625
14 C -2.565 1.467 -2.494
15 N -1.675 1.834 -1.567
16 H -2.033 5.351 3.634
17 H -1.655 4.322 5.882
18 H -0.750 1.982 5.971
19 H -0.379 0.771 3.872
20 H -0.579 4.679 -2.990
21 H -2.286 4.015 -4.692
22 H -3.581 1.910 -4.327
23 H -3.088 0.534 -2.318
24 C -3.771 -0.684 1.342
25 C -2.711 -1.310 2.201
26 C -3.092 -2.290 3.134
27 C -2.157 -2.800 3.987
28 C -0.812 -2.378 3.900
29 C 0.165 -2.832 4.807
30 C 1.454 -2.391 4.699
31 C 1.811 -1.525 3.656
32 C 0.888 -1.069 2.737
33 S 1.491 -0.004 1.454
34 C -0.474 -1.460 2.871
35 N -1.452 -0.915 2.064
36 H -4.464 -0.108 1.957
37 H -4.354 -1.463 0.852
38 H -3.358 -0.022 0.574
39 H -4.126 -2.601 3.182
40 H -2.434 -3.526 4.743
41 H -0.127 -3.519 5.591
42 H 2.206 -2.706 5.409
43 H 2.837 -1.195 3.560
44 O -0.809 -1.075 -0.889
45 S -1.613 -2.384 -0.793
46 C -1.852 -2.914 -2.521
47 C -1.462 -4.385 -2.558
48 C -0.187 -4.515 -1.724
49 C -0.408 -3.712 -0.442
50 H -1.187 -2.286 -3.115
51 H -2.888 -2.735 -2.803
52 H -1.307 -4.707 -3.586
53 H -2.258 -4.999 -2.133
54 H 0.669 -4.127 -2.278
55 H 0.015 -5.558 -1.487
56 H 0.487 -3.230 -0.048
57 H -0.855 -4.323 0.344
58 C 4.690 1.542 -1.820
59 C 3.379 1.709 -1.013
60 N 2.261 1.034 -1.688
61 C 2.598 -0.382 -1.878
62 C 3.827 -0.530 -2.811
63 N 4.346 0.844 -3.099
64 C 3.324 1.630 -3.855
65 C 2.035 1.661 -2.994
66 H 5.424 0.937 -1.292
67 H 5.145 2.500 -2.063
68 H 3.129 2.764 -0.902
69 H 3.487 1.285 -0.017
70 H 1.731 -0.896 -2.291
71 H 2.806 -0.807 -0.899
72 H 3.579 -1.003 -3.760
73 H 4.625 -1.104 -2.343
74 H 5.188 0.766 -3.670
75 H 3.162 1.155 -4.820
76 H 3.724 2.628 -4.025
77 H 1.223 1.134 -3.496
78 H 1.723 2.693 -2.839

Its total charge is +3. For the total energy, the calculation gives -7151.27709 Ha. The value obtained for the HOMO-LUMO gap is 6.9 eV. The spin multiplicity is 1. The relative energy (zero: lowest compared OMol25 entry of this formula, charge and spin) comes out at 28.4 kJ/mol.


What is the formula in the first record?
C30H37ClIN2O4PPd


Number 2 is which compound?
C30H37FN7O13S3


Please write out number 1 again, unchanged.
This record from the Open Molecules 2025 dataset describes a molecular structure, C30H37ClIN2O4PPd. The level of theory is ωB97M-V/def2-TZVPD.

Element x y z (Å)
1 Pd 0.488 0.685 -0.587
2 Cl -4.959 4.534 -3.414
3 C -3.633 3.437 -3.142
4 C -3.343 2.487 -4.087
5 C -2.299 1.592 -3.879
6 I -1.809 0.160 -5.332
7 C -1.503 1.577 -2.722
8 O -0.554 0.737 -2.551
9 C -1.817 2.602 -1.744
10 N -1.048 2.644 -0.629
11 C -1.262 3.575 0.268
12 C -2.275 4.537 0.142
13 C -3.078 4.512 -0.964
14 C -2.870 3.534 -1.961
15 H -3.931 2.433 -4.994
16 H -0.609 3.577 1.135
17 H -2.418 5.282 0.914
18 H -3.867 5.238 -1.099
19 C 2.558 -5.250 2.199
20 C 2.445 -4.096 1.235
21 C 3.423 -3.874 0.267
22 C 3.304 -2.820 -0.643
23 C 4.336 -2.587 -1.715
24 C 2.213 -1.988 -0.550
25 C 1.211 -2.138 0.451
26 C 1.355 -3.248 1.322
27 N 0.240 -1.200 0.486
28 C -1.022 -1.225 1.220
29 C -2.144 -1.139 0.151
30 C -3.516 -1.008 0.808
31 C -3.780 -2.236 1.681
32 C -2.694 -2.324 2.755
33 C -2.745 -1.071 3.633
34 C -2.479 0.158 2.761
35 C -3.553 0.255 1.673
36 C -1.096 0.031 2.123
37 C -1.309 -2.449 2.105
38 H 3.516 -5.758 2.094
39 H 1.766 -5.979 2.019
40 H 2.463 -4.904 3.229
41 H 4.279 -4.538 0.213
42 H 5.199 -3.238 -1.582
43 H 4.677 -1.551 -1.700
44 H 3.914 -2.782 -2.702
45 H 2.080 -1.193 -1.271
46 H 0.632 -3.443 2.097
47 H -2.101 -2.033 -0.478
48 H -1.950 -0.277 -0.491
49 H -4.274 -0.940 0.024
50 H -3.782 -3.142 1.067
51 H -4.762 -2.155 2.155
52 H -2.865 -3.209 3.375
53 H -1.996 -1.138 4.429
54 H -3.727 -0.991 4.108
55 H -2.501 1.060 3.381
56 H -3.382 1.137 1.050
57 H -4.538 0.360 2.136
58 H -0.325 -0.050 2.896
59 H -0.877 0.914 1.520
60 H -1.273 -3.362 1.503
61 H -0.564 -2.522 2.901
62 C 4.879 1.008 0.482
63 O 3.893 2.027 0.331
64 P 2.570 1.782 -0.566
65 O 3.357 1.468 -1.958
66 C 2.595 1.226 -3.150
67 O 2.076 3.300 -0.714
68 C 2.948 4.351 -1.144
69 H 5.645 1.412 1.139
70 H 5.320 0.756 -0.483
71 H 4.450 0.107 0.928
72 H 3.311 1.056 -3.951
73 H 1.966 2.082 -3.395
74 H 1.948 0.354 -3.048
75 H 3.600 4.661 -0.327
76 H 2.311 5.179 -1.443
77 H 3.558 4.031 -1.989

For the total energy, the calculation gives -2803.02142 Ha. The expectation value of S² is 2.05. The value obtained for the HOMO-LUMO gap (alpha / beta) is 7.3 / 5.3 eV. The spin multiplicity is 3. The relative energy (zero: lowest compared OMol25 entry of this formula, charge and spin) comes out at 93.7 kJ/mol.


Please write out number 1 again, unchanged.
This record from the Open Molecules 2025 dataset describes a molecular structure, C30H37ClIN2O4PPd. The level of theory is ωB97M-V/def2-TZVPD.

Element x y z (Å)
1 Pd 0.488 0.685 -0.587
2 Cl -4.959 4.534 -3.414
3 C -3.633 3.437 -3.142
4 C -3.343 2.487 -4.087
5 C -2.299 1.592 -3.879
6 I -1.809 0.160 -5.332
7 C -1.503 1.577 -2.722
8 O -0.554 0.737 -2.551
9 C -1.817 2.602 -1.744
10 N -1.048 2.644 -0.629
11 C -1.262 3.575 0.268
12 C -2.275 4.537 0.142
13 C -3.078 4.512 -0.964
14 C -2.870 3.534 -1.961
15 H -3.931 2.433 -4.994
16 H -0.609 3.577 1.135
17 H -2.418 5.282 0.914
18 H -3.867 5.238 -1.099
19 C 2.558 -5.250 2.199
20 C 2.445 -4.096 1.235
21 C 3.423 -3.874 0.267
22 C 3.304 -2.820 -0.643
23 C 4.336 -2.587 -1.715
24 C 2.213 -1.988 -0.550
25 C 1.211 -2.138 0.451
26 C 1.355 -3.248 1.322
27 N 0.240 -1.200 0.486
28 C -1.022 -1.225 1.220
29 C -2.144 -1.139 0.151
30 C -3.516 -1.008 0.808
31 C -3.780 -2.236 1.681
32 C -2.694 -2.324 2.755
33 C -2.745 -1.071 3.633
34 C -2.479 0.158 2.761
35 C -3.553 0.255 1.673
36 C -1.096 0.031 2.123
37 C -1.309 -2.449 2.105
38 H 3.516 -5.758 2.094
39 H 1.766 -5.979 2.019
40 H 2.463 -4.904 3.229
41 H 4.279 -4.538 0.213
42 H 5.199 -3.238 -1.582
43 H 4.677 -1.551 -1.700
44 H 3.914 -2.782 -2.702
45 H 2.080 -1.193 -1.271
46 H 0.632 -3.443 2.097
47 H -2.101 -2.033 -0.478
48 H -1.950 -0.277 -0.491
49 H -4.274 -0.940 0.024
50 H -3.782 -3.142 1.067
51 H -4.762 -2.155 2.155
52 H -2.865 -3.209 3.375
53 H -1.996 -1.138 4.429
54 H -3.727 -0.991 4.108
55 H -2.501 1.060 3.381
56 H -3.382 1.137 1.050
57 H -4.538 0.360 2.136
58 H -0.325 -0.050 2.896
59 H -0.877 0.914 1.520
60 H -1.273 -3.362 1.503
61 H -0.564 -2.522 2.901
62 C 4.879 1.008 0.482
63 O 3.893 2.027 0.331
64 P 2.570 1.782 -0.566
65 O 3.357 1.468 -1.958
66 C 2.595 1.226 -3.150
67 O 2.076 3.300 -0.714
68 C 2.948 4.351 -1.144
69 H 5.645 1.412 1.139
70 H 5.320 0.756 -0.483
71 H 4.450 0.107 0.928
72 H 3.311 1.056 -3.951
73 H 1.966 2.082 -3.395
74 H 1.948 0.354 -3.048
75 H 3.600 4.661 -0.327
76 H 2.311 5.179 -1.443
77 H 3.558 4.031 -1.989

For the total energy, the calculation gives -2803.02142 Ha. The expectation value of S² is 2.05. The value obtained for the HOMO-LUMO gap (alpha / beta) is 7.3 / 5.3 eV. The spin multiplicity is 3. The relative energy (zero: lowest compared OMol25 entry of this formula, charge and spin) comes out at 93.7 kJ/mol.